The following is a DFT calculation (ωB97M-V/def2-TZVPD) of a 2-piece molecular cluster, C4H10N2 overall at a distorted geometry.

Geometry as XYZ:
```
16
Properties=species:S:1:pos:R:3:forces:R:3
C -1.007 -1.730 2.139 -0.900 -1.939 2.616
C -0.160 -1.655 0.995 -0.262 -0.598 -1.754
C -0.573 -1.639 -0.274 2.339 0.503 1.723
H -0.426 -2.388 2.852 -1.154 0.320 -0.288
H -2.020 -2.170 1.925 0.895 0.520 0.313
H -1.101 -0.806 2.697 -0.180 0.416 -0.118
H 0.877 -1.872 1.210 0.491 0.935 -0.264
H 0.266 -1.402 -0.870 0.252 -0.402 -1.749
H -1.553 -1.756 -0.607 -1.462 0.266 -0.503
N 0.553 2.419 -2.450 1.828 1.895 1.163
C 0.678 2.244 -1.038 -1.463 -0.870 0.113
N 1.643 1.760 -0.379 -0.248 1.294 -2.271
H 1.542 2.566 -2.858 -2.262 -0.386 0.512
H -0.152 3.163 -2.713 1.312 -1.196 0.310
H -0.297 2.451 -0.494 0.462 0.192 -0.845
H 1.732 0.816 -0.134 0.352 -0.951 1.040
```
Forces are in eV/Å.

Values from the calculation:
* 2S+1: 1
* SMILES: [H]/N=C/N.C=CC
* HOMO-LUMO gap: 9.351 eV
* E_LUMO: 1.109 eV
* electronic energy: -7287.2266 eV
* maximum force: 3.38 eV/Å
* energy relative to the best compared isomer or geometry (same formula, charge and spin): 327.4 kJ/mol